No. 1
ORCA calculation (ωB97M-V with the def2-TZVPD basis set) on a 2-piece molecular cluster, CO4S3 overall.

Last columns: bonded neighbours and bond lengths (Å).
Atoms and positions in Å:
1 C -0.27839 -2.17143 1.87740  O3 1.188, O5 1.242, S6 2.043
2 O 2.06624 1.20507 -3.04919  S8 1.489
3 O -0.61663 -3.29973 1.72411  C1 1.188
4 O -0.26755 0.45799 -3.23212  S8 1.462
5 O 0.33804 -1.22259 1.36567  C1 1.242
6 S -0.70124 -1.81289 3.84369  C1 2.043
7 S 0.05020 3.41044 -2.62388  S8 2.196
8 S 0.68028 1.30919 -2.51562  O2 1.489, O4 1.462, S7 2.196

Values from the calculation:
Gap between HOMO and LUMO (spin up / spin down) in eV: 6.6 / 6.9
Multiplicity: 1
Total charge: -2
LUMO (spin up / spin down) in eV: 4.696 / 4.982
Energy relative to the best compared isomer or geometry (same formula, charge and spin) in kJ/mol: 130.6

---

No. 2
ORCA calculation (ωB97M-V with the def2-TZVPD basis set) on CO6S2 in the gas phase.

Last columns: bonded neighbours and bond lengths (Å).
Atoms and positions in Å:
1 C -0.14728 1.05591 -0.17177  O2 1.164, S8 1.858, S9 2.038
2 O -0.25687 2.21455 -0.21155  C1 1.164
3 O -1.92362 -0.79944 -1.14136  S8 1.416
4 O -1.93191 -0.33155 1.26823  S8 1.418
5 O 2.04808 -0.59812 -1.18117  S9 1.419
6 O 2.10013 -0.20112 1.23985  S9 1.420
7 O 0.09224 -1.32655 0.22190  S8 1.605, S9 1.654
8 S -1.23164 -0.43742 0.03931  C1 1.858, O3 1.416, O4 1.418, O7 1.605, S9 2.604
9 S 1.36823 -0.29273 0.02665  C1 2.038, O5 1.419, O6 1.420, O7 1.654, S8 2.604

Values from the calculation:
Gap between HOMO and LUMO in eV: 9.5
Multiplicity: 1
LUMO in eV: -1.845
Energy relative to the best compared isomer or geometry (same formula, charge and spin) in kJ/mol: 192.0